(a)
66
Properties=species:S:1:pos:R:3 method="wB97M-V/def2-TZVPD" homo_lumo_gap_ev=10.96 total_charge=0 smiles=CC#N.CC#N.CC#N.CC#N.CC#N.CC#N.CC#N.CC#N.CC#N.CC#N.CC#N homo_energy_ev=-11.0 lumo_ev=-0.1
C 15.660 1.601 4.826
C 15.906 0.399 3.993
N 16.073 -0.522 3.322
H 16.560 2.208 4.914
H 15.244 1.373 5.807
H 15.034 2.275 4.241
C 14.550 5.262 8.447
C 15.023 6.486 9.170
N 15.422 7.451 9.779
H 13.743 5.674 7.841
H 14.252 4.354 8.972
H 15.287 5.140 7.654
C 13.130 5.115 2.626
C 13.399 5.026 4.035
N 13.588 4.938 5.110
H 13.828 5.828 2.186
H 12.125 5.513 2.493
H 13.174 4.156 2.109
C 18.671 5.743 9.482
C 18.177 6.140 8.132
N 17.856 6.461 7.092
H 17.953 6.102 10.220
H 19.676 6.080 9.735
H 18.649 4.660 9.604
C 13.868 -1.431 7.821
C 13.796 -0.024 8.207
N 13.773 1.109 8.517
H 14.628 -1.767 7.115
H 12.863 -1.744 7.540
H 14.177 -1.948 8.729
C 20.428 -0.449 1.843
C 21.199 -1.181 2.760
N 21.867 -1.731 3.490
H 19.400 -0.785 1.983
H 20.632 -0.647 0.791
H 20.241 0.592 2.105
C 16.725 -2.881 5.602
C 17.468 -1.718 6.163
N 18.055 -0.771 6.553
H 17.245 -3.616 4.988
H 15.880 -2.461 5.055
H 16.213 -3.389 6.419
C 14.658 -3.666 0.387
C 14.365 -5.130 0.280
N 14.141 -6.276 0.165
H 13.811 -3.117 -0.024
H 15.541 -3.557 -0.244
H 14.871 -3.387 1.419
C 18.685 3.644 2.639
C 17.324 4.028 2.556
N 16.234 4.348 2.576
H 18.652 2.587 2.375
H 19.011 3.839 3.661
H 19.331 4.107 1.894
C 18.772 2.022 8.763
C 19.997 1.751 8.015
N 21.018 1.501 7.491
H 18.193 2.825 8.306
H 18.999 2.402 9.759
H 18.107 1.161 8.819
C 18.793 -5.006 2.402
C 18.467 -5.096 0.983
N 18.230 -5.187 -0.134
H 19.661 -4.348 2.430
H 19.013 -5.963 2.873
H 17.930 -4.536 2.875

---

(b)
66
Properties=species:S:1:pos:R:3 method="wB97M-V/def2-TZVPD" homo_lumo_gap_ev=11.30 total_charge=0 smiles=CC#N.CC#N.CC#N.CC#N.CC#N.CC#N.CC#N.CC#N.CC#N.CC#N.CC#N homo_energy_ev=-11.5 lumo_ev=-0.2
C 2.957 -1.264 1.967
C 2.888 0.160 2.287
N 2.794 1.286 2.515
H 2.042 -1.564 1.457
H 3.240 -1.974 2.744
H 3.743 -1.424 1.229
C -1.320 1.773 -3.301
C -2.157 2.302 -2.172
N -2.809 2.746 -1.368
H -0.627 0.981 -3.019
H -0.863 2.691 -3.672
H -1.791 1.270 -4.146
C 2.480 -2.779 -2.145
C 1.335 -1.862 -1.895
N 0.387 -1.219 -1.698
H 3.363 -2.516 -1.563
H 2.722 -2.805 -3.207
H 2.285 -3.772 -1.741
C 2.767 6.248 0.539
C 3.509 7.506 0.658
N 4.087 8.497 0.783
H 2.876 5.644 1.440
H 3.121 5.637 -0.291
H 1.690 6.404 0.478
C 0.389 1.391 0.329
C -0.256 0.705 1.449
N -0.866 0.231 2.268
H 0.875 2.335 0.578
H -0.369 1.406 -0.454
H 1.169 0.713 -0.016
C -3.839 -0.017 3.897
C -4.112 -0.069 2.470
N -4.310 -0.126 1.335
H -2.978 -0.663 4.071
H -4.766 -0.450 4.275
H -3.763 1.015 4.238
C -0.648 -3.424 0.961
C 0.734 -3.867 1.158
N 1.897 -4.076 1.307
H -1.373 -3.986 1.549
H -0.869 -3.552 -0.099
H -0.643 -2.404 1.345
C -1.759 -3.423 4.599
C -2.926 -3.864 3.801
N -3.885 -4.275 3.264
H -1.109 -2.935 3.872
H -1.113 -4.233 4.941
H -1.969 -2.900 5.532
C -2.379 -1.876 -4.538
C -1.630 -2.850 -3.763
N -1.034 -3.705 -3.259
H -3.339 -1.641 -4.077
H -2.375 -2.309 -5.538
H -1.840 -0.929 -4.490
C -2.719 3.066 2.270
C -1.958 4.317 1.985
N -1.373 5.265 1.730
H -2.323 2.514 3.122
H -2.628 2.427 1.392
H -3.788 3.199 2.442
C 4.405 -0.168 -4.672
C 3.757 -1.155 -5.543
N 3.265 -1.908 -6.295
H 3.721 0.390 -4.033
H 4.923 0.590 -5.259
H 5.083 -0.723 -4.023

---

The structure with the greatest stability is (b).